C22H22BrCl2N2O9P2W | ωB97M-V/def2-TZVPD

The geometry in XYZ format:
```
61
Properties=species:S:1:pos:R:3
W 1.29 0.58 -0.19
Cl -2.22 2.30 2.13
C -3.65 1.29 1.94
Cl -4.12 1.09 0.23
H -4.48 1.77 2.45
H -3.45 0.31 2.34
C 0.73 -0.74 5.40
C 1.63 -1.72 4.98
C 2.02 -1.79 3.66
C 1.50 -0.88 2.74
C 0.61 0.10 3.15
C 0.22 0.17 4.48
N 1.90 -0.93 1.36
N 2.63 -1.87 1.04
C 3.09 -1.79 -0.29
C 3.91 -2.79 -0.78
C 4.38 -2.68 -2.08
C 4.05 -1.58 -2.84
C 3.23 -0.57 -2.33
C 2.73 -0.67 -1.05
H 0.43 -0.69 6.44
H 2.03 -2.42 5.70
H 2.72 -2.54 3.33
H 0.21 0.82 2.46
H -0.47 0.94 4.80
H 4.17 -3.63 -0.14
H 5.03 -3.45 -2.48
H 4.44 -1.49 -3.85
H 3.00 0.29 -2.94
C -0.96 4.68 -3.67
C -0.27 3.60 -2.92
O 1.01 3.37 -3.24
P -1.13 2.47 -1.91
O -2.13 1.50 -2.68
O -2.10 3.33 -1.04
O -0.17 1.60 -1.14
P 2.88 2.83 -0.01
O 1.70 3.94 0.17
O 2.30 2.01 -1.27
O 2.26 1.64 1.02
H -1.07 4.41 -4.72
H -0.35 5.59 -3.62
H -1.94 4.89 -3.25
H 1.47 2.81 -2.57
H -1.73 0.65 -2.92
H -2.89 2.87 -0.72
H 2.04 4.75 0.56
Br -4.69 -2.91 2.36
C -3.71 -2.85 0.74
C -4.14 -3.56 -0.37
C -3.42 -3.49 -1.55
C -2.28 -2.70 -1.63
C -1.87 -1.98 -0.52
C -2.57 -2.06 0.68
C -0.70 -1.10 -0.59
O -0.42 -0.36 0.44
O 0.05 -0.99 -1.58
H -5.03 -4.17 -0.30
H -3.75 -4.05 -2.41
H -1.71 -2.64 -2.55
H -2.22 -1.52 1.55
```

The value obtained for the energy is -5882.42578 Eh. The energy relative to the best compared isomer or geometry (same formula, charge and spin) comes out at 0.3952 eV. Its total charge is +1. Its HOMO energy (spin up / spin down) is -10.61 / -11.60 eV. The calculation puts the molar mass at 855.0 g mol⁻¹. As for the spin multiplicity: 3.

=====

C21H48BF4N10Pt | ωB97M-V/def2-TZVPD

The geometry in XYZ format:
```
85
Properties=species:S:1:pos:R:3
Pt 0.07 0.69 0.15
C -0.14 -0.18 -5.32
N 0.36 0.62 -4.22
C 1.07 1.84 -4.55
C 0.39 0.12 -2.93
N -0.13 0.80 -1.94
C -0.98 1.96 -2.30
C -1.24 2.88 -1.11
N -1.61 2.13 0.10
C -1.52 2.90 1.36
C -1.19 1.94 2.50
N 0.07 1.28 2.18
C 1.03 1.25 3.10
N 2.33 1.38 2.73
C 2.63 2.11 1.50
C 3.37 0.50 3.23
N 0.79 1.15 4.43
C 1.67 1.75 5.42
C -0.39 0.53 5.00
C -2.91 1.42 0.00
C -2.78 0.00 -0.53
N -1.69 -0.68 0.16
C -1.75 -1.99 0.27
N -2.59 -2.76 -0.50
C -2.67 -2.59 -1.94
C -3.36 -3.86 0.06
N -1.00 -2.66 1.18
C -0.36 -1.97 2.27
C -0.49 -4.00 0.92
N 0.98 -1.08 -2.78
C 0.99 -1.80 -1.52
C 1.93 -1.60 -3.77
H -0.98 0.33 -5.81
H -0.49 -1.14 -4.96
H 0.63 -0.35 -6.08
H 1.74 1.63 -5.39
H 1.67 2.15 -3.71
H 0.40 2.65 -4.86
H -1.92 1.61 -2.74
H -0.51 2.59 -3.06
H -1.99 3.63 -1.36
H -0.31 3.40 -0.86
H -2.45 3.45 1.54
H -0.71 3.62 1.25
H -2.00 1.21 2.62
H -1.12 2.49 3.44
H 2.32 3.16 1.60
H 2.10 1.65 0.67
H 3.69 2.05 1.28
H 2.97 -0.15 4.01
H 4.20 1.07 3.64
H 3.74 -0.12 2.41
H 2.45 2.32 4.92
H 2.14 0.98 6.05
H 1.09 2.42 6.06
H -0.94 -0.02 4.24
H -1.06 1.27 5.45
H -0.09 -0.17 5.78
H -3.59 2.01 -0.63
H -3.34 1.39 1.00
H -2.60 0.03 -1.61
H -3.73 -0.53 -0.38
H -1.92 -1.88 -2.28
H -3.65 -2.25 -2.27
H -2.46 -3.55 -2.42
H -3.24 -3.88 1.14
H -3.04 -4.82 -0.35
H -4.41 -3.72 -0.17
H -0.99 -1.14 2.57
H 0.62 -1.57 2.00
H -0.24 -2.66 3.10
H -0.77 -4.32 -0.08
H -0.88 -4.71 1.65
H 0.60 -3.98 0.99
H 0.07 -2.38 -1.38
H 1.12 -1.08 -0.71
H 1.85 -2.45 -1.49
H 2.15 -0.85 -4.51
H 1.52 -2.49 -4.26
H 2.86 -1.84 -3.26
F 4.73 1.40 -0.69
B 3.75 0.58 -1.19
F 2.63 1.35 -1.59
F 3.30 -0.30 -0.16
F 4.19 -0.16 -2.27
```

The value obtained for the energy is -1920.12700 Eh. The energy relative to the best compared isomer or geometry (same formula, charge and spin) comes out at 0.2766 eV. Its total charge is +1. Its HOMO energy (spin up / spin down) is -10.29 / -11.04 eV. The calculation puts the molar mass at 722.6 g mol⁻¹. As for the spin multiplicity: 3.

=====

C9H14NO | ωB97M-V/def2-TZVPD

The geometry in XYZ format:
```
25
Properties=species:S:1:pos:R:3
C -2.56 1.02 1.52
C -2.53 0.77 0.12
C -1.47 0.76 2.21
C -1.59 -0.02 -0.46
C -0.37 -0.10 1.71
C -0.38 -0.45 0.30
C 0.45 -1.48 -1.67
C 1.71 -1.53 0.45
C 2.02 2.22 -1.76
N 0.46 -1.22 -0.28
O 1.53 1.28 -1.15
H -3.40 1.61 1.81
H -3.37 0.97 -0.44
H -1.44 1.04 3.17
H -1.49 -0.03 -1.54
H -0.34 -1.01 2.40
H -0.54 -1.95 -1.93
H 0.64 -0.57 -2.22
H 1.14 -2.15 -2.06
H 2.17 -0.57 0.71
H 1.57 -2.06 1.37
H 2.49 -2.04 -0.25
H 0.63 0.30 2.01
H 3.10 2.24 -1.64
H 1.57 2.96 -2.38
```

The value obtained for the energy is -481.00140 Eh. The energy relative to the best compared isomer or geometry (same formula, charge and spin) comes out at 1.9928 eV. Its total charge is +1. Its HOMO energy is -12.75 eV. The calculation puts the molar mass at 152.2 g mol⁻¹.